26
Properties=species:S:1:pos:R:3:forces:R:3 method="wB97M-V/def2-TZVPD" total_energy_ha=-1004.3836 spin_multiplicity=3 charge=+1 s_squared=2.039
C 3.5208 2.0060 0.9051 -0.165 1.020 -0.228
C 4.0918 0.7818 0.5708 -1.029 -0.483 1.360
C 2.1451 2.2084 0.6612 2.056 2.623 1.869
C 3.2865 -0.2898 0.1881 0.452 0.731 -1.605
C -4.1099 1.2589 -0.6359 -1.177 0.090 -0.623
C -3.9525 1.6565 0.6351 1.477 -0.394 1.919
C 1.4662 1.1672 0.1879 -2.326 1.740 0.225
C 1.8990 -0.0486 -0.0483 2.130 -2.406 -0.042
C -2.0945 0.4454 -0.3876 0.817 0.013 1.857
C -0.8396 -0.1393 -0.5504 -3.177 3.276 -0.122
N -3.1024 0.6064 -1.1814 0.420 -0.736 -2.478
N 1.1398 -1.1571 -0.4065 1.750 -1.044 -0.397
N -0.1932 -1.1624 -0.5263 2.642 -0.541 -0.554
N -1.4654 -3.2180 -0.6367 -3.223 -2.008 -0.051
S -2.3815 1.1721 1.2058 -0.803 0.273 -0.292
H 4.1007 2.8663 1.3267 -0.442 -1.118 -0.399
H 5.0676 0.5590 0.9406 0.851 0.031 -0.512
H 1.8063 3.2068 1.0637 -0.358 -1.305 -0.962
H 3.8203 -1.1567 -0.2540 -0.721 0.109 0.820
H -5.0358 1.3991 -1.1680 -0.008 0.003 -0.285
H -4.6890 2.0321 1.3111 -0.163 0.451 0.166
H 1.6792 -1.8383 -0.9387 -0.808 -0.136 0.201
H -0.6335 -2.1528 -0.6655 0.037 -0.963 -0.038
H -1.8934 -3.8501 -1.4049 1.075 1.485 1.448
H -2.2288 -2.5145 -0.3985 0.618 -1.459 -0.358
H -1.4040 -3.8383 0.2067 0.074 0.747 -0.920